1.
A molecular structure, C4H9N3O, computed with ωB97M-V with the def2-TZVPD basis set.

* relative energy (zero: lowest compared OMol25 entry of this formula, charge and spin): 160.0 kJ/mol
* highest occupied orbital energy: -8.65 eV
* E: -10810.8031 eV
* molar mass: 115.1 u
* frontier orbital gap: 9.42 eV
* LUMO: 0.0282 Ha

Geometry (Å):
C (2.310, 0.571, -0.257)
C (-1.185, 0.450, -0.210)
C (0.838, 0.426, -0.228)
N (-1.895, 1.335, 0.632)
N (-0.167, -1.874, 0.120)
C (-0.031, -0.498, 0.571)
O (-2.003, -0.295, -1.026)
N (-0.043, 1.108, -0.868)
H (-1.672, -1.216, -0.987)
H (-2.765, 0.927, 0.951)
H (-1.952, 2.266, 0.241)
H (0.413, -2.072, -0.690)
H (0.083, -2.526, 0.853)
H (0.024, -0.411, 1.656)
H (2.600, 1.331, -0.980)
H (2.781, -0.380, -0.511)
H (2.665, 0.859, 0.733)

Mulliken atomic charge list, values in e, 2 entries: -1.210 0.598

---

2.
C4H9N3O in the gas phase, computed with ωB97M-V with the def2-TZVPD basis set.

* relative energy (zero: lowest compared OMol25 entry of this formula, charge and spin): 490.2 kJ/mol
* highest occupied orbital energy (alpha / beta): -7.90 / -7.90 eV
* E: -10807.3811 eV
* molar mass: 115.1 u
* frontier orbital gap (alpha / beta): 8.35 / 8.35 eV
* LUMO (alpha / beta): 0.0167 / 0.0167 Ha

Geometry (Å):
C (1.781, 0.013, 1.032)
C (0.663, -0.849, -1.002)
N (0.540, -0.188, 0.295)
C (-0.885, -0.461, 1.309)
N (-1.959, 0.629, -1.222)
C (-0.471, 1.064, 0.515)
N (-1.386, 1.469, -0.290)
O (-1.670, -1.248, 0.886)
H (-2.855, 1.023, -1.481)
H (-2.084, -0.336, -0.890)
H (-0.017, 1.798, 1.164)
H (1.554, 0.428, 2.014)
H (2.451, 0.687, 0.491)
H (2.277, -0.949, 1.177)
H (-0.150, -1.567, -1.117)
H (0.609, -0.121, -1.811)
H (1.605, -1.395, -1.071)

Mulliken atomic charge list, values in e, 2 entries: -1.076 -0.881

---

3.
A molecular structure, C4H9N3O, computed with ωB97M-V with the def2-TZVPD basis set.

* relative energy (zero: lowest compared OMol25 entry of this formula, charge and spin): 306.8 kJ/mol
* highest occupied orbital energy: -6.34 eV
* E: -10809.2815 eV
* molar mass: 115.1 u
* frontier orbital gap: 7.23 eV
* LUMO: 0.0327 Ha

Geometry (Å):
C (-0.483, -0.404, -0.237)
C (0.514, -1.210, 0.358)
C (-0.451, 0.985, -0.396)
N (1.598, -0.673, 0.947)
N (0.306, -2.575, 0.368)
N (0.684, 1.710, 0.591)
C (-1.005, 1.755, -1.342)
O (-1.625, -1.108, -0.661)
H (-2.228, -0.461, -1.041)
H (1.437, 0.659, 0.967)
H (2.362, -1.339, 0.981)
H (-0.626, -2.860, 0.110)
H (0.732, -3.091, 1.121)
H (0.935, 2.616, 0.213)
H (0.303, 1.840, 1.521)
H (-1.123, 2.821, -1.218)
H (-1.330, 1.335, -2.283)

Mulliken atomic charge list, values in e, 2 entries: 0.504 -0.041

---

4.
A gas-phase ion, C4H9N3O2 (charge -2), computed with ωB97M-V with the def2-TZVPD basis set.

* relative energy (zero: lowest compared OMol25 entry of this formula, charge and spin): 224.4 kJ/mol
* highest occupied orbital energy: 2.83 eV
* E: -12849.4697 eV
* SMILES string: C[C@H](N=O)[C@H](C)N([NH-])[O-]
* molar mass: 131.1 u
* net charge: -2
* frontier orbital gap: 4.24 eV
* LUMO: 0.2601 Ha

Geometry (Å):
C (-0.396, 0.043, 2.031)
C (0.434, 0.133, 0.702)
N (0.928, 1.522, 0.736)
O (2.008, 1.809, -0.015)
C (-0.574, -0.194, -0.516)
C (0.337, -0.377, -1.715)
N (-1.376, 0.964, -0.668)
N (-0.594, 2.167, -0.455)
O (-2.505, 0.725, 0.069)
H (-1.377, 0.441, 1.581)
H (0.084, 0.598, 2.792)
H (-0.434, -0.975, 2.570)
H (1.280, -0.657, 0.664)
H (-1.109, -1.099, -0.134)
H (0.973, 0.488, -1.684)
H (-0.242, -0.396, -2.670)
H (0.874, -1.218, -1.636)
H (-0.026, 2.315, -1.310)

Mulliken atomic charge list, values in e, 2 entries: -1.404 0.267

---

5.
A gas-phase ion, C4H9N3O2 (charge -2), computed with ωB97M-V with the def2-TZVPD basis set.

* relative energy (zero: lowest compared OMol25 entry of this formula, charge and spin): 287.7 kJ/mol
* highest occupied orbital energy (alpha / beta): 2.34 / 2.34 eV
* E: -12848.8133 eV
* molar mass: 131.1 u
* net charge: -2
* frontier orbital gap (alpha / beta): 4.42 / 4.42 eV
* LUMO (alpha / beta): 0.2487 / 0.2487 Ha

Geometry (Å):
C (-0.694, 0.151, 0.391)
C (0.338, 0.616, -0.477)
C (-1.306, -1.228, 0.572)
C (1.728, 0.813, 0.194)
N (-1.453, 2.009, -1.293)
N (-2.257, 1.421, -0.258)
N (-0.059, 2.045, -1.055)
O (-2.521, 2.211, 0.765)
O (0.676, 2.286, -2.205)
H (-0.624, 0.521, 1.523)
H (0.471, -0.198, -1.207)
H (-1.566, -1.600, -0.355)
H (-2.214, -1.364, 1.258)
H (-0.551, -2.079, 0.857)
H (1.454, 0.757, 1.196)
H (2.180, 1.811, -0.179)
H (2.454, -0.067, -0.093)
H (-1.744, 1.443, -2.058)

Mulliken atomic charge list, values in e, 2 entries: -0.301 0.552

---

6.
A molecular structure, C4H9N3O2, computed with ωB97M-V with the def2-TZVPD basis set.

* relative energy (zero: lowest compared OMol25 entry of this formula, charge and spin): 455.1 kJ/mol
* highest occupied orbital energy: -8.64 eV
* E: -12855.2104 eV
* molar mass: 131.1 u
* frontier orbital gap: 7.88 eV
* LUMO: -0.0278 Ha

Geometry (Å):
C (0.594, 0.312, 1.233)
C (1.624, 1.479, -0.787)
N (0.638, 0.636, -0.162)
C (-0.579, -0.114, -0.966)
N (-1.514, -1.685, 0.959)
C (-0.363, -1.501, 0.106)
O (-1.752, 0.567, -0.565)
N (0.828, -1.005, 0.665)
O (-0.379, -0.305, -2.165)
H (-2.297, 0.618, -1.364)
H (-2.084, -0.853, 1.039)
H (-1.276, -2.058, 1.869)
H (-0.354, 0.509, 1.734)
H (1.447, 0.690, 1.789)
H (-0.171, -2.363, -0.527)
H (2.620, 1.234, -0.411)
H (1.588, 1.302, -1.863)
H (1.429, 2.538, -0.583)

Mulliken atomic charge list, values in e, 2 entries: -0.281 -0.966

---

7.
C4H9N3O3 in the gas phase, computed with ωB97M-V with the def2-TZVPD basis set.

* relative energy (zero: lowest compared OMol25 entry of this formula, charge and spin): 116.7 kJ/mol
* highest occupied orbital energy: -9.67 eV
* E: -14906.4409 eV
* SMILES string: [H]/N=C(/O)[C@](O)(CN)C(N)=O
* molar mass: 147.1 u
* frontier orbital gap: 10.27 eV
* LUMO: 0.0224 Ha

Geometry (Å):
H (-0.640, 1.656, -1.843)
N (-0.721, 2.141, -0.950)
C (-0.595, 1.296, 0.015)
O (-0.532, 1.917, 1.173)
C (0.097, -0.070, -0.095)
O (-0.117, -0.550, -1.390)
C (-0.534, -1.040, 0.933)
N (-1.831, -1.450, 0.423)
C (1.607, 0.067, 0.183)
N (2.387, -0.099, -0.891)
O (2.029, 0.279, 1.312)
H (-0.500, 2.939, 0.685)
H (-0.908, -1.118, -1.304)
H (-0.561, -0.558, 1.919)
H (0.114, -1.925, 0.991)
H (-2.102, -2.363, 0.768)
H (-2.567, -0.792, 0.661)
H (1.985, -0.325, -1.790)
H (3.389, -0.006, -0.801)

Mulliken atomic charge list, values in e, 2 entries: 0.271 -0.897

---

8.
A gas-phase ion, C4H9N3P (charge +1), computed with ωB97M-V with the def2-TZVPD basis set.

* relative energy (zero: lowest compared OMol25 entry of this formula, charge and spin): 0.0 kJ/mol
* highest occupied orbital energy: -12.64 eV
* E: -18046.2197 eV
* SMILES string: Cc1[nH+]c(N)cn1P
* molar mass: 130.1 u
* net charge: +1
* frontier orbital gap: 9.49 eV
* LUMO: -0.1157 Ha

Geometry (Å):
C (1.184, 1.991, -0.024)
C (0.280, 0.797, -0.110)
N (-1.090, 0.711, -0.078)
C (-1.453, -0.585, -0.023)
N (-2.810, -0.902, -0.156)
C (-0.322, -1.360, 0.000)
N (0.737, -0.507, -0.092)
P (2.507, -0.875, -0.178)
H (0.778, 2.724, 0.663)
H (2.219, 1.822, 0.218)
H (1.255, 2.349, -0.998)
H (-1.726, 1.444, -0.240)
H (-3.030, -1.732, 0.301)
H (-3.463, -0.216, 0.131)
H (-0.212, -2.410, -0.059)
H (2.161, -2.208, -0.617)
H (2.986, -1.044, 1.263)

Mulliken atomic charge list, values in e, 2 entries: -1.280 0.490

---

9.
C4H9N3S in the gas phase, computed with ωB97M-V with the def2-TZVPD basis set.

* relative energy (zero: lowest compared OMol25 entry of this formula, charge and spin): 161.7 kJ/mol
* highest occupied orbital energy: -8.29 eV
* E: -19597.9602 eV
* SMILES string: CCN/N=C(\N)C=S
* molar mass: 131.2 u
* frontier orbital gap: 7.66 eV
* LUMO: -0.0232 Ha

Geometry (Å):
C (-4.154, 0.108, 0.035)
C (-2.818, -0.640, 0.032)
N (-1.660, 0.241, -0.107)
N (-0.487, -0.564, -0.097)
C (0.628, 0.110, -0.069)
N (0.769, 1.473, 0.030)
C (1.844, -0.720, 0.036)
S (3.361, -0.175, 0.019)
H (-5.031, -0.535, 0.103)
H (-4.213, 0.829, 0.898)
H (-4.221, 0.733, -0.862)
H (-2.683, -1.353, -0.903)
H (-2.679, -1.280, 0.991)
H (-1.612, 1.043, 0.526)
H (-0.015, 2.073, -0.194)
H (1.707, 1.866, -0.019)
H (1.615, -1.774, 0.159)

Mulliken atomic charge list, values in e, 2 entries: -1.077 -0.202

---

10.
2 unconnected molecules or ions with the total composition C4H9N4, computed with ωB97M-V with the def2-TZVPD basis set.

* relative energy (zero: lowest compared OMol25 entry of this formula, charge and spin): 632.3 kJ/mol
* highest occupied orbital energy (alpha / beta): -13.52 / -11.75 eV
* E: -10241.4446 eV
* molar mass: 113.1 u
* net charge: +1
* frontier orbital gap (alpha / beta): 8.15 / 5.19 eV
* LUMO (alpha / beta): -0.1975 / -0.2412 Ha

Geometry (Å):
C (2.605, 3.483, 0.147)
C (2.915, 2.183, 0.385)
C (-3.106, -2.222, -0.507)
C (-1.585, -2.039, -0.011)
N (-0.488, 0.089, 0.428)
N (2.584, 1.074, -0.240)
N (2.129, 0.047, -0.435)
N (-1.403, -0.668, 0.303)
H (3.174, 4.134, 0.753)
H (2.022, 3.831, -0.681)
H (3.664, 1.851, 1.200)
H (-3.504, -3.145, -0.248)
H (-3.844, -1.492, -0.044)
H (-3.268, -1.992, -1.615)
H (-0.828, -2.521, -0.607)
H (-1.609, -2.530, 0.958)
H (0.540, -0.084, 0.213)

Mulliken atomic charge list, values in e, 2 entries: -0.710 0.304